Entry 1:
2 unconnected molecules or ions with the total composition C3H7N4 in a non-equilibrium geometry. Source: OMol25; level of theory: ωB97M-V with the def2-TZVPD basis set.

Geometry (Å):
1 C -0.5363 -1.2625 -0.3888
2 C -0.0022 0.8159 0.1505
3 C -1.3774 0.5385 0.7141
4 N 2.9461 0.1104 -0.9026
5 N 2.2065 -0.7107 -1.1281
6 N 0.4081 -0.4093 -0.4963
7 N -1.6262 -0.8133 0.2282
8 H -0.4357 -2.3295 -0.7055
9 H 0.1033 1.6750 -0.5785
10 H 0.8121 1.1617 0.9071
11 H -1.4672 0.5890 1.7196
12 H -2.1537 1.2116 0.3835
13 H 3.4335 0.9143 -0.6428
14 H -2.3108 -1.4913 0.7396

The value obtained for the relative energy (zero: lowest compared OMol25 entry of this formula, charge and spin) is 359.22 kJ/mol. The value obtained for the orbital gap is 8.51 eV. The maximum force is 3.794 eV/A. As for the charge: +1. The value obtained for the LUMO energy is -4.71 eV.

Mulliken population analysis, charges in e, atoms 1 to 2:
1. C -0.13
2. C -0.47

***

Entry 2:
A single H4N2O2S molecule in a non-equilibrium geometry. Source: OMol25; level of theory: ωB97M-V with the def2-TZVPD basis set.

Geometry (Å):
1 N -0.9959 -0.7046 1.2776
2 S 0.0718 -0.0779 -0.1945
3 N 0.2636 -0.4550 -1.6299
4 O 1.6204 0.1732 0.0818
5 O -0.4712 1.4251 -0.0525
6 H -1.1334 -1.7792 1.0659
7 H -0.4619 -0.8237 -2.3458
8 H 2.2775 -0.0980 -0.5740
9 H -0.6237 1.6018 0.8704

The value obtained for the relative energy (zero: lowest compared OMol25 entry of this formula, charge and spin) is 451.53 kJ/mol. The value obtained for the orbital gap is 9.45 eV. The structure (SMILES) is N=S(=N)(O)O. The maximum force is 4.694 eV/A. The value obtained for the LUMO energy is 0.34 eV.

Mulliken population analysis, charges in e, atoms 1 to 2:
1. N -0.57
2. S 0.92

***

Entry 3:
A molecular structure, C24H18Cl2IrN5O4S2 in a non-equilibrium geometry. Source: OMol25; level of theory: ωB97M-V with the def2-TZVPD basis set.

Geometry (Å):
1 Ir -0.1944 0.5233 0.4666
2 C 4.7363 0.2924 0.2339
3 O 3.8089 -0.5101 -0.5299
4 C 2.5257 -0.3434 -0.2899
5 O 2.0512 0.4658 0.4947
6 N 1.7768 -1.2269 -1.0060
7 N 0.3831 -1.1140 -0.9388
8 H 5.6131 -0.3311 0.3756
9 H 4.2984 0.5746 1.1869
10 H 4.9808 1.1782 -0.3435
11 H 2.2070 -1.7292 -1.7664
12 H -0.0499 -2.0215 -0.8023
13 H 0.0061 -0.6509 -1.7627
14 S -2.4047 0.1246 0.2243
15 C -2.9064 -0.1982 1.8801
16 C -4.2595 -0.2242 2.1864
17 C -4.6930 -0.5259 3.4706
18 C -6.0956 -0.5429 3.7563
19 N -7.2270 -0.5557 3.9591
20 C -3.7474 -0.8014 4.4689
21 C -2.3935 -0.7651 4.1672
22 C -1.9532 -0.4632 2.8811
23 S -0.2362 -0.4397 2.5440
24 C -4.1591 -1.1151 5.8050
25 N -4.4692 -1.3808 6.8793
26 H -4.9896 -0.0044 1.4182
27 H -1.6710 -0.9731 4.9455
28 Cl 3.5224 3.4411 -1.4363
29 C 3.7849 3.9730 0.1967
30 C 5.0661 3.8758 0.7149
31 C 5.2975 4.1483 2.0518
32 C 4.2395 4.5164 2.8678
33 C 2.9777 4.6636 2.3259
34 Cl 1.6742 5.1561 3.3584
35 C 2.7082 4.4299 0.9682
36 N 1.4291 4.6028 0.4676
37 C 1.1048 5.3008 -0.7054
38 C 1.9928 6.2111 -1.2744
39 C 1.6624 6.8778 -2.4402
40 C 0.4338 6.6620 -3.0448
41 C -0.4610 5.7793 -2.4623
42 C -0.1469 5.0913 -1.2975
43 C -1.1783 4.1949 -0.6545
44 C -0.6974 2.8239 -0.2854
45 O -0.3025 1.9764 -1.1384
46 O -0.7323 2.4489 0.9387
47 H 5.8708 3.5665 0.0616
48 H 6.2950 4.0641 2.4602
49 H 4.3859 4.7139 3.9203
50 H 0.6928 4.4808 1.1460
51 H 2.9474 6.3910 -0.7969
52 H 2.3681 7.5755 -2.8725
53 H 0.1696 7.1819 -3.9558
54 H -1.4291 5.6135 -2.9201
55 H -2.0016 4.0518 -1.3561
56 H -1.6004 4.6438 0.2477

The value obtained for the relative energy (zero: lowest compared OMol25 entry of this formula, charge and spin) is 0.00 kJ/mol. The value obtained for the orbital gap is 6.90 eV. The maximum force is 1.171 eV/A. The value obtained for the LUMO energy is -0.45 eV.

Mulliken population analysis, charges in e, atoms 1 to 2:
1. Ir 2.31
2. C -0.64

***

Entry 4:
4 unconnected molecules or ions with the total composition C27H56O10P in a non-equilibrium geometry. Source: OMol25; level of theory: ωB97M-V with the def2-TZVPD basis set.

Geometry (Å):
1 C 2.2804 2.8545 -1.0808
2 C 1.4224 2.4573 0.1406
3 C -0.0817 2.2334 -0.1574
4 C -0.5733 0.8133 0.1629
5 C -0.1926 -0.1298 -1.0015
6 C -2.0680 0.8010 0.5565
7 C -2.5804 -0.5810 1.0502
8 C -1.6016 -1.5359 1.7834
9 C -1.4117 -2.9146 1.1250
10 C -0.0987 -3.6088 1.4775
11 C 1.1204 -3.0755 0.7199
12 C 2.2699 -4.0779 0.6932
13 C 3.3822 -3.7077 -0.2789
14 O 2.8815 -3.3427 -1.5548
15 C 3.0651 -4.3283 -2.5396
16 P -3.0032 1.4626 -0.8146
17 C -4.6070 2.0712 -0.1222
18 C -5.4016 1.1092 0.7806
19 C -3.6631 0.1385 -1.9813
20 C -3.2536 0.3868 -3.4503
21 H 2.8627 3.7500 -0.8530
22 H 2.9926 2.0666 -1.3280
23 H 1.6721 3.0489 -1.9633
24 H 1.8191 1.5227 0.5446
25 H 1.5408 3.2055 0.9265
26 H -0.6940 2.9345 0.4109
27 H -0.2523 2.4597 -1.2112
28 H -0.0118 0.5450 1.0662
29 H -0.1770 0.4420 -1.9345
30 H 0.8098 -0.5568 -0.8931
31 H -0.9182 -0.9326 -1.1285
32 H -3.0942 -1.1808 0.2795
33 H -3.3669 -0.3625 1.7797
34 H -0.6365 -1.0775 1.9957
35 H -2.0477 -1.7540 2.7601
36 H -2.2204 -3.5602 1.4840
37 H -1.5363 -2.8576 0.0407
38 H -0.1958 -4.6698 1.2148
39 H 0.0698 -3.5750 2.5590
40 H 0.8062 -2.8841 -0.3040
41 H 1.4457 -2.1384 1.1772
42 H 1.8691 -5.0615 0.4257
43 H 2.6972 -4.1735 1.6963
44 H 3.9587 -2.8674 0.1139
45 H 4.0538 -4.5673 -0.3826
46 H 2.7186 -5.3091 -2.1960
47 H 2.4747 -4.0368 -3.4051
48 H 4.1202 -4.4095 -2.8270
49 H -4.3647 2.9868 0.4169
50 H -5.2303 2.3501 -0.9789
51 H -5.1801 0.0719 0.5388
52 H -5.1973 1.3081 1.8314
53 H -6.4798 1.2466 0.6454
54 H -3.3228 -0.8573 -1.6900
55 H -4.7551 0.1084 -1.9097
56 H -2.4945 -0.3358 -3.7583
57 H -4.1010 0.2798 -4.1296
58 H -2.8111 1.3777 -3.5574
59 C 6.7951 -2.0424 -1.7181
60 O 7.8949 -2.9607 -1.7806
61 C 8.0141 -3.7437 -0.7141
62 O 7.3031 -3.7385 0.2559
63 O 9.0655 -4.5475 -0.9000
64 C 9.3045 -5.4502 0.1820
65 H 6.8214 -1.4781 -2.6447
66 H 5.8499 -2.5761 -1.6374
67 H 6.9063 -1.3657 -0.8734
68 H 8.4494 -6.1069 0.3303
69 H 9.5064 -4.9033 1.1011
70 H 10.1758 -6.0307 -0.1062
71 C 1.6086 6.7071 -0.9585
72 O 2.4915 6.9261 -2.0675
73 C 3.0308 8.1343 -2.1151
74 O 2.8501 9.0327 -1.3332
75 O 3.8238 8.1984 -3.1906
76 C 4.4728 9.4577 -3.3619
77 H 1.2528 5.6856 -1.0475
78 H 2.1424 6.8263 -0.0177
79 H 0.7692 7.3980 -0.9951
80 H 5.1118 9.6810 -2.5093
81 H 3.7413 10.2544 -3.4858
82 H 5.0729 9.3596 -4.2619
83 C -6.0548 -2.1332 4.2860
84 O -6.8596 -1.0696 3.7704
85 C -8.0966 -1.0232 4.2416
86 O -8.5830 -1.7797 5.0456
87 O -8.7232 0.0088 3.6752
88 C -10.0760 0.1784 4.0947
89 H -5.0886 -2.0241 3.8029
90 H -5.9480 -2.0428 5.3654
91 H -6.4923 -3.0983 4.0372
92 H -10.1271 0.3575 5.1675
93 H -10.6700 -0.6988 3.8436
94 H -10.4440 1.0451 3.5540

The value obtained for the orbital gap is 4.01 eV. The maximum force is 1.108 eV/A. As for the charge: -1. The value obtained for the LUMO energy is 2.06 eV.

Mulliken population analysis, charges in e, atoms 1 to 2:
1. C -1.25
2. C -0.52

***

Entry 5:
A gas-phase ion, C4H10NO3 (charge +1) in a non-equilibrium geometry. Source: OMol25; level of theory: ωB97M-V with the def2-TZVPD basis set.

Geometry (Å):
1 C -0.1768 0.8789 1.3713
2 O 0.2273 0.5735 2.7229
3 C 0.7571 -0.0280 0.5691
4 C 0.6241 -0.1582 -1.0233
5 C -0.8381 -0.3491 -1.6182
6 O -1.1413 -1.6817 -1.9710
7 O -1.6406 0.3658 -0.9884
8 N 2.1141 0.3601 0.7603
9 H 0.0851 1.9289 1.2696
10 H -1.1778 0.7852 0.9506
11 H -0.5021 0.4592 3.3489
12 H 0.5791 -1.0461 0.8757
13 H 0.9016 0.8195 -1.4099
14 H 1.3311 -0.8951 -1.4165
15 H -0.7178 0.0128 -2.6993
16 H 2.6338 -0.1605 1.4543
17 H -2.1215 -1.6290 -1.9982
18 H 2.6018 1.2037 0.4934

The value obtained for the relative energy (zero: lowest compared OMol25 entry of this formula, charge and spin) is 662.91 kJ/mol. The value obtained for the orbital gap is 4.94 eV. The maximum force is 3.303 eV/A. As for the charge: +1. The value obtained for the LUMO energy is -9.05 eV.

Mulliken population analysis, charges in e, atoms 1 to 2:
1. C -0.46
2. O -0.47